# 1
Entry from OMol25: a cluster of 5 separate species, C20H42O10 in total in a non-equilibrium geometry (the ωB97M-V functional and the def2-TZVPD basis).

XYZ file:
```
72
Properties=species:S:1:pos:R:3
O -1.718 1.427 -2.053
C -0.764 1.044 -1.440
C 0.698 1.134 -1.768
C 1.243 -0.152 -1.110
C 0.233 -0.433 -0.005
O -1.012 0.121 -0.446
H 0.780 1.050 -2.850
H 1.114 2.081 -1.432
H 1.339 -1.000 -1.790
H 2.246 -0.049 -0.697
H 0.232 -1.486 0.252
H 0.664 0.115 0.838
O -6.993 1.163 -3.631
C -6.024 0.478 -3.530
C -4.739 0.694 -2.724
C -3.837 -0.403 -3.344
C -4.771 -1.387 -3.988
O -5.961 -0.649 -4.291
H -4.436 1.700 -3.003
H -4.819 0.616 -1.644
H -3.139 0.145 -3.976
H -3.244 -0.940 -2.603
H -4.426 -2.005 -4.819
H -5.085 -2.194 -3.311
C 2.709 -2.684 2.218
O 2.644 -1.339 1.767
C 3.827 -0.544 1.900
C 4.328 -0.558 3.343
O 5.234 -1.641 3.567
C 6.053 -1.444 4.697
H 2.736 -2.722 3.307
H 3.507 -3.226 1.710
H 1.748 -3.138 1.967
H 3.546 0.470 1.627
H 4.533 -1.064 1.243
H 3.469 -0.772 3.986
H 4.766 0.378 3.697
H 6.844 -0.704 4.524
H 6.430 -2.413 5.005
H 5.491 -0.978 5.518
C -1.481 -3.064 2.127
O -0.975 -3.789 3.233
C -0.665 -2.947 4.331
C -0.639 -3.739 5.625
O 0.244 -4.818 5.673
C 0.039 -5.577 6.860
H -1.758 -3.773 1.349
H -0.786 -2.257 1.900
H -2.460 -2.606 2.329
H -1.401 -2.151 4.470
H 0.332 -2.528 4.138
H -1.672 -4.020 5.861
H -0.230 -2.971 6.309
H 0.790 -6.354 6.941
H -0.979 -5.965 6.938
H 0.171 -4.855 7.677
C -0.836 7.385 -4.633
O -0.381 6.160 -4.103
C 0.551 5.543 -4.943
C 0.979 4.137 -4.445
O 0.054 3.099 -4.656
C -1.244 3.361 -4.147
H -1.581 7.775 -3.940
H -1.320 7.331 -5.612
H -0.008 8.099 -4.668
H 1.463 6.124 -5.108
H 0.094 5.284 -5.909
H 1.148 4.198 -3.358
H 1.902 3.861 -4.951
H -1.171 3.643 -3.096
H -1.919 2.521 -4.239
H -1.710 4.203 -4.664
```

Summary:
Energy   -41891.43045 eV
HOMO-LUMO gap   10.0 eV
SMILES   O=C1CCCO1.O=C1CCCO1.COCCOC.COCCOC.COCCOC
HOMO energy   -0.349 hartree

Löwdin charges, unit e, in atom order: number 1, O, carries 0.1035; number 2, C, carries -0.4363; number 3, C, carries -0.0504; number 4, C, carries -0.1435; number 5, C, carries -0.1817; number 6, O, carries 0.0257; number 7, H, carries 0.1249; number 8, H, carries 0.1298; number 9, H, carries 0.1193; number 10, H, carries 0.1007; number 11, H, carries 0.1021; number 12, H, carries 0.1182; number 13, O, carries 0.1184; number 14, C, carries -0.4781; number 15, C, carries -0.0537; number 16, C, carries -0.1646; number 17, C, carries -0.1694; number 18, O, carries 0.0165; number 19, H, carries 0.1167; number 20, H, carries 0.1256; number 21, H, carries 0.1045; number 22, H, carries 0.1092; number 23, H, carries 0.1231; number 24, H, carries 0.1222; number 25, C, carries -0.0826; number 26, O, carries -0.2380; number 27, C, carries -0.1615; number 28, C, carries -0.2000; number 29, O, carries -0.2022; number 30, C, carries -0.1158; number 31, H, carries 0.0814; number 32, H, carries 0.0982; number 33, H, carries 0.0829; number 34, H, carries 0.1226; number 35, H, carries 0.1319; number 36, H, carries 0.1244; number 37, H, carries 0.1216; number 38, H, carries 0.0874; number 39, H, carries 0.0889; number 40, H, carries 0.0853; number 41, C, carries -0.1032; number 42, O, carries -0.1804; number 43, C, carries -0.2082; number 44, C, carries -0.2405; number 45, O, carries -0.1736; number 46, C, carries -0.0976; number 47, H, carries 0.0938; number 48, H, carries 0.0624; number 49, H, carries 0.0902; number 50, H, carries 0.1283; number 51, H, carries 0.1161; number 52, H, carries 0.1305; number 53, H, carries 0.1309; number 54, H, carries 0.0867; number 55, H, carries 0.0870; number 56, H, carries 0.0853; number 57, C, carries -0.1092; number 58, O, carries -0.1958; number 59, C, carries -0.2271; number 60, C, carries -0.2024; number 61, O, carries -0.1863; number 62, C, carries -0.1039; number 63, H, carries 0.0886; number 64, H, carries 0.0902; number 65, H, carries 0.0873; number 66, H, carries 0.1246; number 67, H, carries 0.1313; number 68, H, carries 0.1208; number 69, H, carries 0.1233; number 70, H, carries 0.0865; number 71, H, carries 0.0726; number 72, H, carries 0.0849

***

# 2
Entry from OMol25: a structure of composition C20H43Br2FNiO10P5S in a non-equilibrium geometry (the ωB97M-V functional and the def2-TZVPD basis).

XYZ file:
```
83
Properties=species:S:1:pos:R:3
C 1.251 2.016 -3.261
C 1.862 2.665 -2.074
C 2.521 1.990 -0.748
C 1.722 0.651 -0.161
C 2.113 -0.527 -1.194
C 3.358 -0.455 -2.190
C 3.338 -1.871 -3.081
C 4.712 -2.095 -3.946
C 2.085 -1.992 -4.120
O 0.300 0.876 -0.438
P -0.891 0.859 0.870
C -2.166 0.847 2.271
C -3.679 0.477 2.133
C -4.332 -0.586 1.129
C -5.943 -0.178 0.917
C -6.354 -0.669 -0.629
O -6.638 -2.110 -0.713
C -5.679 -2.790 -1.610
P -1.139 -1.286 0.320
P -1.647 -2.651 1.885
O -2.480 -2.286 3.124
O -0.301 -3.661 2.473
O -2.631 -3.892 1.047
P -2.095 1.672 -0.808
O -3.728 1.972 -0.547
Br -2.098 -0.161 -2.248
S -0.672 2.979 1.398
C -2.298 3.965 1.374
O 0.024 3.211 2.753
O 0.119 3.776 0.334
O 0.384 0.656 2.036
C 1.771 0.408 1.491
C 2.802 1.296 2.399
C 4.372 1.290 1.979
C 5.388 1.095 3.296
F 4.786 0.348 0.924
P 2.003 -1.331 2.222
O 3.622 -1.753 2.637
Br 0.965 -1.171 4.295
H 0.095 1.856 -3.451
H 2.010 1.597 -4.080
H 1.844 3.860 -2.092
H 3.703 1.836 -0.824
H 2.468 2.817 0.116
H 2.243 -1.557 -0.599
H 1.137 -0.728 -1.857
H 3.512 0.489 -2.854
H 4.358 -0.553 -1.541
H 3.207 -2.720 -2.254
H 4.463 -2.975 -4.714
H 4.910 -1.124 -4.575
H 5.595 -2.420 -3.252
H 1.373 -2.853 -3.699
H 2.378 -2.353 -5.213
H 1.386 -1.024 -4.141
H -1.646 0.087 3.044
H -2.143 1.819 2.977
H -4.287 1.496 1.957
H -4.062 0.152 3.223
H -3.903 -0.563 0.013
H -4.354 -1.711 1.434
H -6.647 -0.708 1.697
H -6.129 0.977 0.926
H -7.357 -0.086 -0.907
H -5.554 -0.292 -1.432
H -5.387 -2.145 -2.556
H -4.688 -3.082 -1.037
H -6.145 -3.812 -1.995
H 0.179 -1.863 -0.003
H -0.094 -4.311 1.732
H -1.986 -4.563 0.636
H -3.971 2.868 -0.973
H -3.213 3.379 1.799
H -2.571 4.326 0.278
H -2.150 4.904 2.096
H 2.756 1.015 3.553
H 2.460 2.439 2.359
H 4.652 2.378 1.570
H 5.648 2.138 3.788
H 6.421 0.677 2.888
H 4.926 0.408 4.126
H 4.193 -1.972 1.843
Ni 5.643 0.308 -3.545
```

Summary:
Energy   -283011.61949 eV
<S²>   2.015
Total charge   +1
HOMO-LUMO gap (alpha / beta)   3.2 / 3.0 eV
HOMO energy (alpha / beta)   -0.347 / -0.348 hartree
Multiplicity   3

Löwdin charges, unit e, in atom order: number 1, C, carries 0.1204; number 2, C, carries 0.1219; number 3, C, carries -0.0603; number 4, C, carries -0.3223; number 5, C, carries -0.1539; number 6, C, carries -0.2152; number 7, C, carries -0.3682; number 8, C, carries -0.1110; number 9, C, carries -0.1097; number 10, O, carries -0.5200; number 11, P, carries 0.2016; number 12, C, carries -0.3742; number 13, C, carries -0.2625; number 14, C, carries -0.2337; number 15, C, carries -0.1369; number 16, C, carries -0.2246; number 17, O, carries -0.2382; number 18, C, carries -0.1224; number 19, P, carries 0.7868; number 20, P, carries 0.4696; number 21, O, carries -0.3300; number 22, O, carries -0.3043; number 23, O, carries -0.2628; number 24, P, carries 0.5665; number 25, O, carries -0.4265; number 26, Br, carries 0.3008; number 27, S, carries 0.6088; number 28, C, carries -0.1948; number 29, O, carries -0.4006; number 30, O, carries -0.4822; number 31, O, carries -0.4677; number 32, C, carries -0.4728; number 33, C, carries -0.1268; number 34, C, carries -0.2815; number 35, C, carries -0.0621; number 36, F, carries -0.1213; number 37, P, carries 0.7211; number 38, O, carries -0.3614; number 39, Br, carries 0.4315; number 40, H, carries 0.1141; number 41, H, carries 0.1329; number 42, H, carries 0.1812; number 43, H, carries 0.1533; number 44, H, carries 0.1381; number 45, H, carries 0.1047; number 46, H, carries 0.1096; number 47, H, carries 0.0546; number 48, H, carries 0.1216; number 49, H, carries 0.1405; number 50, H, carries 0.1112; number 51, H, carries 0.0467; number 52, H, carries 0.0946; number 53, H, carries 0.0931; number 54, H, carries 0.0954; number 55, H, carries 0.0732; number 56, H, carries 0.0856; number 57, H, carries 0.1167; number 58, H, carries 0.0998; number 59, H, carries 0.1555; number 60, H, carries 0.0413; number 61, H, carries 0.1037; number 62, H, carries 0.1316; number 63, H, carries 0.1072; number 64, H, carries 0.1325; number 65, H, carries 0.1110; number 66, H, carries 0.0937; number 67, H, carries 0.0842; number 68, H, carries 0.1095; number 69, H, carries -0.0519; number 70, H, carries 0.0706; number 71, H, carries 0.0793; number 72, H, carries 0.1056; number 73, H, carries 0.0560; number 74, H, carries 0.0750; number 75, H, carries 0.1146; number 76, H, carries 0.1113; number 77, H, carries 0.1365; number 78, H, carries 0.1484; number 79, H, carries 0.0977; number 80, H, carries 0.1015; number 81, H, carries 0.0863; number 82, H, carries 0.0800; number 83, Ni, carries 0.0711

***

# 3
Entry from OMol25: a cluster of 6 separate species, C20H44N4O6 in total in a non-equilibrium geometry (the ωB97M-V functional and the def2-TZVPD basis).

XYZ file:
```
74
Properties=species:S:1:pos:R:3
N 0.420 0.343 -0.283
H 0.416 0.577 -1.308
H -0.164 -0.509 -0.096
H 0.201 1.157 0.318
H 1.442 0.119 -0.093
N 2.691 1.247 2.883
H 3.054 0.311 3.256
H 1.701 1.407 3.133
H 2.757 1.021 1.826
H 3.292 2.019 3.130
C -2.286 1.968 4.383
C -3.496 1.647 3.718
C -3.477 1.550 2.149
O -4.505 1.194 1.575
C -2.283 1.960 1.489
C -1.104 2.277 2.161
C -1.110 2.273 3.667
O -0.019 2.378 4.274
O -0.043 2.536 1.522
O -4.551 1.416 4.309
H -2.291 2.039 5.460
H -2.295 1.889 0.403
O 3.730 -1.223 3.410
C 3.724 -1.866 2.191
C 3.943 -1.110 0.856
O 3.041 -0.145 0.421
H 2.776 -2.441 2.075
H 4.540 -2.624 2.241
H 4.012 -1.939 0.111
H 4.947 -0.637 0.857
C -0.257 1.231 -5.427
C -0.404 0.677 -4.002
N 0.504 1.174 -2.989
C 1.904 0.873 -3.272
C 2.199 -0.620 -3.424
C 0.405 2.618 -2.823
C -0.959 3.115 -2.368
H 0.784 1.220 -5.763
H -0.608 2.261 -5.514
H -0.810 0.606 -6.130
H -1.429 0.896 -3.698
H -0.355 -0.409 -4.089
H 2.295 1.359 -4.183
H 2.546 1.259 -2.477
H 3.275 -0.764 -3.318
H 1.772 -1.228 -2.625
H 1.870 -0.961 -4.407
H 0.610 3.191 -3.742
H 1.145 2.951 -2.095
H -0.956 4.205 -2.313
H -1.242 2.770 -1.368
H -1.805 2.814 -2.991
C -1.496 -2.292 3.237
C -0.872 -1.449 2.124
N -1.213 -1.814 0.735
C -2.598 -1.451 0.388
C -2.805 -1.316 -1.115
C -0.868 -3.168 0.356
C 0.643 -3.341 0.230
H -2.566 -2.374 3.022
H -1.471 -1.704 4.156
H -1.019 -3.257 3.402
H -1.226 -0.428 2.283
H 0.219 -1.358 2.187
H -3.250 -2.243 0.785
H -2.855 -0.483 0.815
H -2.035 -0.723 -1.620
H -2.813 -2.268 -1.657
H -3.752 -0.808 -1.312
H -1.314 -3.426 -0.608
H -1.303 -3.906 1.053
H 0.994 -2.738 -0.607
H 0.912 -4.365 -0.057
H 1.137 -3.158 1.179
```

Summary:
Energy   -39697.87722 eV
Total charge   -2
HOMO-LUMO gap   5.1 eV
HOMO energy   -0.041 hartree

Löwdin charges, unit e, in atom order: number 1, N, carries 0.2549; number 2, H, carries 0.0714; number 3, H, carries 0.0787; number 4, H, carries 0.0669; number 5, H, carries 0.0592; number 6, N, carries 0.2249; number 7, H, carries 0.0545; number 8, H, carries 0.0822; number 9, H, carries 0.0954; number 10, H, carries 0.1047; number 11, C, carries -0.0247; number 12, C, carries -0.4110; number 13, C, carries -0.4051; number 14, O, carries -0.0199; number 15, C, carries -0.0459; number 16, C, carries -0.4100; number 17, C, carries -0.4161; number 18, O, carries -0.0671; number 19, O, carries -0.0934; number 20, O, carries -0.0385; number 21, H, carries 0.0882; number 22, H, carries 0.0833; number 23, O, carries -0.3843; number 24, C, carries -0.4660; number 25, C, carries -0.4261; number 26, O, carries -0.3932; number 27, H, carries 0.0572; number 28, H, carries 0.0728; number 29, H, carries 0.0699; number 30, H, carries 0.0774; number 31, C, carries -0.0853; number 32, C, carries -0.2565; number 33, N, carries -0.2182; number 34, C, carries -0.2649; number 35, C, carries -0.0767; number 36, C, carries -0.2582; number 37, C, carries -0.0728; number 38, H, carries 0.0624; number 39, H, carries 0.0644; number 40, H, carries 0.0688; number 41, H, carries 0.1005; number 42, H, carries 0.1082; number 43, H, carries 0.1068; number 44, H, carries 0.1175; number 45, H, carries 0.0780; number 46, H, carries 0.0670; number 47, H, carries 0.0612; number 48, H, carries 0.1084; number 49, H, carries 0.1246; number 50, H, carries 0.0768; number 51, H, carries 0.0581; number 52, H, carries 0.0644; number 53, C, carries -0.0670; number 54, C, carries -0.2206; number 55, N, carries -0.2275; number 56, C, carries -0.2271; number 57, C, carries -0.0855; number 58, C, carries -0.2645; number 59, C, carries -0.0698; number 60, H, carries 0.0708; number 61, H, carries 0.0769; number 62, H, carries 0.0613; number 63, H, carries 0.0978; number 64, H, carries 0.1159; number 65, H, carries 0.1166; number 66, H, carries 0.0827; number 67, H, carries 0.0531; number 68, H, carries 0.0537; number 69, H, carries 0.0740; number 70, H, carries 0.0976; number 71, H, carries 0.1091; number 72, H, carries 0.0633; number 73, H, carries 0.0688; number 74, H, carries 0.0456